The following is a quantum chemistry calculation of a molecular structure, C47H40BrCl4GeN4O10S2Ti, from OMol25.

Element x y z (Å)
H: 5.02312 -1.38457 0.92678
H: -4.22636 1.13564 -3.33118
C: -2.48952 2.46966 2.56047
C: 2.71388 -4.19854 -3.32167
H: -7.08171 4.02290 -1.92397
O: 7.76128 2.16793 -1.06288
O: -1.91744 -0.29115 0.16410
C: -3.86620 2.98895 2.81571
C: 0.66446 -2.98956 -4.75313
H: -0.14256 -2.51548 -5.30019
Cl: -0.50408 -1.33629 3.06981
H: 2.14868 1.14362 -4.44844
C: 2.91896 -1.28397 0.76926
H: 4.47012 7.66914 1.61513
O: 5.73423 1.82164 -2.47312
H: 0.68616 1.90830 5.16257
H: 3.26097 -5.11388 -5.18230
H: 1.72072 2.61919 1.07443
O: 2.88931 -2.38683 0.24559
O: -3.91484 0.58725 0.64266
C: 1.54664 -3.84252 -5.39611
H: -0.72808 -2.66902 -0.68621
H: -1.80246 1.20884 -2.54377
H: 0.68619 3.43759 -1.16449
C: 4.40427 4.00449 -1.02454
S: 6.33014 2.06319 -1.18882
C: 4.27000 -0.59368 0.94547
Br: 1.60650 6.03337 -5.32391
H: 3.92781 3.51468 -1.86469
C: 1.91283 3.24791 -4.82594
C: -2.85061 -1.81532 -3.50875
H: 3.51788 -4.66098 -2.76290
C: 2.03250 2.53688 2.10815
C: 2.57026 -4.44941 -4.67731
H: 2.23968 3.20461 -5.85541
C: -2.07959 2.07817 -1.95322
C: 2.77683 2.24396 4.77673
C: 1.35927 0.90919 -1.91060
H: 3.06588 2.10854 5.81096
C: 1.10144 4.55093 -2.94948
C: -5.04911 4.20928 -1.17094
C: -2.70137 0.55283 0.73252
N: -0.28297 2.23517 2.71228
Ge: 0.31577 -3.45084 2.23076
C: -1.98462 1.53374 1.62955
C: -2.02338 -3.85600 -2.50187
N: -0.06760 -1.94832 -0.97783
C: -1.35321 2.88173 3.23134
H: 3.77866 1.17637 -0.18921
C: -5.71612 2.52303 -2.70986
C: -4.06876 -2.43527 -3.75985
H: 6.11118 5.72561 1.98638
N: -0.67214 1.42085 1.71611
H: -4.53729 1.70137 1.53035
H: 6.57931 0.20468 -0.06189
C: 1.08651 2.30107 3.09465
C: 3.82059 5.11199 -0.42179
H: 2.97942 7.33881 0.72042
H: 4.32495 -0.05844 1.89342
H: -4.86878 -1.87194 -4.22180
C: 6.22580 4.14272 0.55615
C: 5.59624 3.52099 -0.51809
C: 1.05143 3.39944 -2.18131
H: -3.01287 4.20346 -0.55104
H: 2.87868 5.48409 -0.80367
O: -4.03971 3.90509 3.58856
O: 1.89970 -0.60933 1.19897
H: 4.39604 -0.14688 -1.17135
S: -0.31984 -1.64682 -2.55583
Ti: 0.02899 -0.42822 0.43413
C: -3.24185 -4.45925 -2.75109
C: 4.50911 0.36429 -0.21212
C: -1.84020 -2.53312 -2.88904
C: -4.44014 2.01428 -2.72610
H: 7.16455 3.75102 0.92563
H: 4.77932 2.58654 4.08526
Cl: -1.15220 4.06182 4.43961
H: -5.21514 -4.23177 -3.55988
C: 1.83707 -3.34558 -2.66182
C: 3.73544 2.50495 3.80751
O: 0.77269 1.01827 -0.77334
C: -3.36240 2.58374 -1.96016
H: 1.94487 -3.11320 -1.60749
H: -2.70223 -0.77026 -3.75349
H: -1.29837 2.53379 -1.35793
H: 4.11462 2.82759 1.72257
C: -6.07020 3.63785 -1.94028
H: 3.26790 6.56272 2.27518
H: -6.47681 2.03012 -3.31249
C: 5.63662 5.24654 1.13762
Cl: -1.70277 -4.02669 1.24326
C: 1.53719 4.45536 -4.26042
H: -5.27518 5.06282 -0.53605
C: -4.26018 -3.75283 -3.38252
H: 1.43398 -4.03372 -6.45609
C: 0.81820 -2.76575 -3.39234
C: -3.76441 3.72174 -1.17363
C: 1.44128 2.13636 4.42432
C: 4.41581 5.73636 0.66650
N: 5.86902 0.93072 -0.08583
C: 3.74808 6.89507 1.35174
C: 3.36333 2.64318 2.47776
H: 0.77958 5.50195 -2.54797
O: -4.85602 2.39837 2.18876
C: 1.85907 2.10424 -4.04557
C: 1.43747 2.17872 -2.72312
O: 1.82136 -0.12734 -2.38328
Cl: -0.06124 -4.69125 4.13088
H: -1.23327 -4.40392 -2.00310
H: -3.40191 -5.48150 -2.43350

2S+1: 2
HOMO energy (alpha / beta) (eV): -0.117 / -0.119
Gap between HOMO and LUMO (alpha / beta) (Ha): 0.13034 / 0.13041
Net charge: -2
⟨S²⟩: 0.7521

---

The following is a quantum chemistry calculation of a molecular structure, C47H40BrN5O2STeTl, from OMol25.

Element x y z (Å)
C: -2.90386 -1.38738 2.72256
O: -1.61886 -2.25518 -2.08738
C: 0.96483 -2.47935 3.55734
C: -2.63192 -2.32305 -1.40821
C: -1.42090 2.53131 -0.76729
C: 6.55995 4.94573 1.94114
C: 4.52941 3.64039 1.36834
C: 5.25145 5.48935 -0.06511
Br: 3.62844 1.50246 3.11507
C: 0.38135 -4.59014 -1.47115
H: -1.36025 1.45025 -4.46248
H: 4.02352 0.42125 -6.37686
H: 2.38156 -4.06234 -2.03779
H: 4.78113 1.05603 -2.20535
H: -4.51903 -3.38143 3.83751
H: 6.00595 2.57157 4.27817
C: 1.94065 1.05225 -3.78609
H: -7.18321 -2.26900 -2.55474
H: -3.87262 3.46843 3.56857
C: -0.21471 2.25976 3.61157
C: -3.70310 -3.83429 -3.07857
H: 5.66905 0.59510 -4.49743
H: -2.71007 -4.23606 -3.23637
C: 2.17344 -4.21925 0.08977
C: 3.69515 0.61585 -5.36335
C: -2.73027 -1.92280 -0.01424
C: -3.86985 -2.84683 -2.11085
C: 5.45791 4.69591 1.08554
C: 4.80062 2.91407 2.56300
N: -1.03031 1.98410 -1.96773
C: 1.31044 -4.47568 1.14838
N: 0.37656 -0.30219 2.73180
H: 7.23975 5.75134 1.68312
H: -2.94847 -1.22452 3.79779
C: -3.86231 -2.23303 2.13299
N: -2.72871 2.30050 -0.47383
H: -4.42529 -3.19664 0.33712
C: -1.77226 -0.98585 0.56310
H: -5.26330 -1.48990 -1.20877
H: 1.56227 -1.94263 4.29421
H: -1.52397 -5.07389 -0.60811
H: 0.80602 1.90255 3.61315
C: -0.02063 -4.79146 0.89070
H: -1.00026 -0.15720 -3.79928
H: -0.70208 -4.97950 1.71159
C: 3.42785 3.35228 0.50159
C: -6.20712 -2.71702 -2.69454
H: -5.63520 -2.10389 3.36563
C: 0.79588 -1.62015 2.30890
H: -4.63719 -5.05229 -4.57462
C: -1.83636 3.99464 3.98461
C: 1.70778 -4.27824 -1.21786
H: -2.95629 2.55407 0.47613
H: -6.87837 -4.06031 -4.22712
H: 0.01731 -4.61729 -2.48991
H: 1.75883 -1.51207 1.80302
C: -0.84668 0.03251 2.66707
H: 3.20580 -3.95937 0.28649
C: 2.34823 0.77202 -5.09231
C: -4.94505 -2.85846 2.97739
C: -1.21682 1.38866 3.17934
S: -0.47724 3.51763 0.18441
H: 4.01056 5.87312 -1.74957
C: 5.86145 3.16371 3.38516
H: 5.95632 6.28523 -0.28279
H: 0.27422 4.21730 4.31471
H: -2.07495 5.01001 4.27624
N: 0.27363 1.88238 -2.32807
H: 7.60503 4.39338 3.71616
C: -2.53580 1.83713 3.18176
C: -3.73870 -2.49160 0.79354
C: -0.52021 3.54902 4.00657
Te: 2.01254 -4.31660 3.14097
C: 0.51461 1.26993 -3.43434
C: -4.77859 -4.27789 -3.83086
C: -0.57153 0.71209 -4.29970
H: -0.00423 -2.71304 3.99587
C: -5.12963 -2.28324 -1.93349
C: -2.84253 3.13205 3.58186
O: -0.92792 -0.31030 -0.07930
C: -6.03597 -3.71869 -3.63834
H: -3.33081 1.16883 2.87539
C: 4.60768 0.71130 -4.32718
C: 3.29616 4.18559 -0.59333
N: 2.82644 1.13950 -2.79542
H: -3.08636 1.39382 -0.74873
H: -0.20381 0.38236 -5.26656
H: -1.66284 1.30598 -2.37416
C: 6.76428 4.19708 3.06198
H: -5.52654 -3.57550 2.39697
H: 2.47479 4.01671 -1.28574
C: 4.11574 0.96933 -3.05723
C: -1.90078 -0.79539 2.00707
C: -0.48254 -4.84504 -0.41549
C: 4.17847 5.25009 -0.87570
H: 0.10731 -2.10178 1.61376
Tl: 1.69756 1.35707 0.36369
H: 1.62839 0.70476 -5.89547

2S+1: 1
HOMO energy (eV): -3.961
Gap between HOMO and LUMO (Ha): 0.22773
Net charge: -1

---

So what do the calculations give for calculated total energy? Going down the list: -297268.0203, -153799.0197 eV.